# 1
{
  "formula": "C17H39OP3STi",
  "method": "wB97M-V/def2-TZVPD",
  "multiplicity": 2,
  "mol_weight_g_mol": 432.4,
  "lumo_energy_ev": [-10.338, -10.892],
  "charge": 3,
  "homo_ha": [-0.6128, -0.6405],
  "de_lowest_kcal_mol": 67.26,
  "energy_ha": -3016.96082,
  "symbols": ["Ti", "P", "P", "P", "H", "C", "C", "H", "C", "C", "C", "C", "C", "C", "C", "C", "C", "H", "H", "H", "H", "H", "H", "H", "H", "H", "H", "H", "H", "H", "H", "H", "H", "H", "H", "H", "H", "H", "H", "H", "H", "H", "H", "H", "H", "H", "C", "C", "C", "C", "C", "C", "S", "H", "H", "H", "H", "H", "H", "O", "H", "H"],
  "coordinates": [[1.35438, -0.39435, 0.26529], [-0.14059, 1.43211, 1.92223], [-2.43204, -1.51377, 0.23689], [3.17143, 0.91194, 0.76522], [1.39254, -1.57105, -2.62283], [1.98741, -1.16268, -1.77857], [2.20630, -2.01592, -0.62418], [1.66241, -2.96448, -0.64587], [-0.60899, 2.97222, 1.01769], [-1.69467, 1.33728, 2.92961], [0.80429, 2.23714, 3.29208], [-3.75734, -2.53663, -0.45293], [-2.70405, -1.74967, 2.02865], [-2.98523, 0.14537, -0.27679], [4.60156, 0.40520, -0.23593], [3.80440, 0.86071, 2.47236], [2.96253, 2.67213, 0.36301], [2.88295, -0.78582, -2.26265], [3.15846, -1.87079, -0.07661], [-1.05987, 3.69489, 1.70854], [-1.33015, 2.71814, 0.23764], [0.26663, 3.41715, 0.54019], [-1.93419, 2.33172, 3.33556], [-1.54348, 0.66841, 3.78439], [-2.57812, 0.99032, 2.39029], [0.15223, 2.97791, 3.77410], [1.71798, 2.74832, 2.97578], [1.07074, 1.49104, 4.04982], [-4.62231, -2.57077, 0.21979], [-3.36179, -3.53811, -0.64561], [-4.05629, -2.09268, -1.40527], [-3.77808, -1.49524, 2.09451], [-2.10915, -1.09496, 2.69305], [-2.53959, -2.80600, 2.30752], [-4.04376, 0.13419, -0.59308], [-2.34831, 0.45991, -1.11397], [-2.84323, 0.83936, 0.55426], [5.30106, 1.23825, -0.29477], [4.21883, 0.11810, -1.21195], [5.07658, -0.47799, 0.19473], [4.62874, 1.58532, 2.50256], [4.16929, -0.16050, 2.64457], [3.05818, 1.09654, 3.24227], [3.96288, 3.06529, 0.12799], [2.50212, 3.24033, 1.17861], [2.31880, 2.78510, -0.51821], [-1.14134, -1.47398, -2.72699], [-0.70714, -0.13269, -2.78953], [-1.06236, 0.66059, -3.89428], [-1.88571, 0.17039, -4.91513], [-2.26832, -1.18560, -4.86881], [-1.82248, -2.00272, -3.83599], [-0.99257, -2.71589, -1.47076], [-1.69292, -3.67271, -1.96347], [0.06035, 0.28249, -2.11900], [-0.64363, 1.67906, -3.93426], [-2.20537, 0.84286, -5.71242], [-2.85504, -1.64221, -5.65567], [-1.95703, -3.09118, -3.89235], [1.15681, -1.64372, 1.90465], [0.53759, -2.39460, 1.99930], [1.51762, -1.45307, 2.78478]],
  "atomic_forces_ev_per_a": [[-2.1, -0.7, -1.6], [-0.9, 1.8, 0.7], [-1.2, 0.4, 0.4], [2.9, 2.1, 0.9], [-0.1, 0.4, 1.1], [0.6, -1.6, 0.8], [-0.7, 0.2, -1.7], [0.6, 0.1, 0.6], [0.2, -0.4, -0.5], [-0.3, -0.6, 0.2], [0.4, -0.2, 0.2], [0.1, -0.4, -0.1], [0.1, 0.1, 0.3], [0.2, 0.3, 0.1], [-0.3, -0.3, 0.0], [-0.2, -0.4, 0.1], [-0.3, 0.2, -0.3], [0.0, 0.9, 0.4], [-0.3, -0.5, 0.0], [0.2, -0.2, -0.1], [0.0, 0.2, 0.0], [-0.2, 0.1, 0.0], [0.3, -0.3, -0.3], [0.0, 0.1, -0.1], [0.2, 0.1, 0.1], [0.1, -0.2, -0.2], [-0.3, -0.1, 0.0], [0.0, 0.2, 0.0], [0.2, 0.0, -0.2], [-0.6, 0.0, 0.3], [0.0, -0.1, 0.0], [0.4, -0.2, 0.5], [-0.4, -0.5, -0.5], [-0.2, 0.4, -0.2], [0.5, 0.0, 0.2], [-0.4, 0.1, 0.1], [-0.1, 0.0, -0.3], [0.1, -0.1, -0.1], [0.4, 0.3, -0.2], [0.1, 0.1, 0.1], [-0.1, -0.3, 0.2], [0.2, 0.3, 0.1], [0.3, 0.0, -0.4], [-0.4, 0.0, 0.1], [0.3, -0.2, -0.2], [0.3, 0.1, 0.0], [-0.7, -0.3, -1.6], [0.2, -0.2, -0.1], [0.2, -0.1, 0.3], [-0.1, -0.4, 0.6], [0.6, 0.5, -0.1], [-0.3, 0.1, -0.1], [3.0, 1.6, 1.0], [-1.1, -1.1, -1.0], [-0.7, -0.2, 0.0], [-0.4, -0.6, -0.1], [0.1, -0.4, 0.1], [0.1, 0.2, -0.1], [-0.4, 0.6, -0.1], [-0.5, -0.8, 0.8], [0.6, 0.1, 0.0], [-0.2, -0.1, 0.0]],
  "lowdin_charge": [0.72, 0.80, 0.77, 0.74, 0.07, -0.19, -0.26, 0.06, -0.25, -0.27, -0.26, -0.25, -0.22, -0.21, -0.20, -0.20, -0.21, 0.06, 0.08, 0.07, 0.04, 0.03, 0.08, 0.06, 0.02, 0.07, 0.03, 0.06, 0.08, 0.04, 0.07, 0.08, 0.02, 0.08, 0.09, 0.03, 0.01, 0.08, 0.03, 0.08, 0.09, 0.07, 0.03, 0.08, 0.04, 0.06, -0.54, -0.15, -0.04, -0.01, -0.02, -0.10, 0.92, -0.07, 0.07, 0.13, 0.13, 0.13, 0.12, -0.12, 0.12, 0.12]
}

# 2
{
  "formula": "C17H40BF4O8P3S2V",
  "method": "wB97M-V/def2-TZVPD",
  "multiplicity": 4,
  "mol_weight_g_mol": 667.3,
  "lumo_energy_ev": [0.299, 0.295],
  "homo_ha": [-0.2683, -0.3287],
  "de_lowest_kcal_mol": 17.08,
  "energy_ha": -4463.08368,
  "symbols": ["V", "C", "C", "O", "P", "S", "S", "O", "C", "C", "H", "H", "H", "H", "H", "H", "H", "H", "H", "H", "C", "C", "C", "O", "P", "O", "C", "P", "O", "O", "C", "C", "C", "O", "C", "C", "C", "O", "C", "C", "C", "H", "H", "H", "H", "H", "H", "H", "H", "H", "H", "H", "H", "H", "H", "H", "H", "H", "H", "H", "H", "H", "H", "H", "H", "H", "H", "H", "H", "H", "H", "F", "B", "F", "F", "F"],
  "coordinates": [[-0.28985, -0.40477, -0.37652], [1.73019, -1.22430, -6.20753], [2.17135, -1.31005, -4.76393], [1.60841, -0.23112, -3.98172], [0.23836, -0.41530, -3.19348], [-0.03213, 1.22618, -2.13140], [0.21179, -2.11160, -2.16367], [-0.88331, -0.57502, -4.32780], [-1.20634, 0.58064, -5.13701], [-2.15004, 0.13510, -6.22302], [2.30787, -1.92418, -6.81391], [1.89944, -0.22029, -6.59901], [0.67426, -1.47083, -6.31405], [3.24915, -1.19967, -4.66981], [1.89266, -2.26182, -4.30998], [-0.28444, 0.99460, -5.55145], [-1.65743, 1.33590, -4.49319], [-1.66414, -0.55866, -6.90995], [-2.49627, 1.00024, -6.79069], [-3.02043, -0.36123, -5.79092], [2.06358, -4.11578, 4.23742], [1.61173, -4.86326, 3.00295], [0.39421, -5.73264, 3.23855], [1.39551, -3.93943, 1.89104], [0.23226, -2.92383, 1.65333], [0.72495, -1.71583, 0.93876], [-1.01745, -3.79440, 0.68489], [-2.44547, -2.73309, 0.42703], [-2.02856, -1.30382, 0.41496], [-3.39117, -3.01511, 1.64440], [-4.16715, -4.24469, 1.78318], [-5.59988, -3.94628, 1.41603], [-3.97645, -4.70684, 3.20780], [-3.21733, -3.23475, -0.82919], [-3.37833, -2.43535, -2.06829], [-3.16702, -3.37786, -3.22119], [-4.74432, -1.79545, -2.01919], [-0.45034, -2.65558, 3.02992], [-0.71050, -1.26300, 3.52531], [0.55791, -0.68905, 4.09994], [-1.83789, -1.39456, 4.51138], [2.44771, -4.83453, 4.96348], [1.24144, -3.56574, 4.69349], [2.86266, -3.41542, 3.99449], [2.43304, -5.47637, 2.63755], [-0.44005, -5.13783, 3.61997], [0.62906, -6.49005, 3.98781], [0.08803, -6.24442, 2.32519], [-1.32170, -4.70370, 1.20579], [-0.57504, -4.05482, -0.27923], [-3.75889, -4.99050, 1.09395], [-5.98688, -3.15398, 2.05901], [-6.21233, -4.83914, 1.55371], [-5.67944, -3.62813, 0.37793], [-4.42053, -3.98968, 3.90039], [-2.91635, -4.80073, 3.44768], [-4.45514, -5.67626, 3.35579], [-2.60083, -1.67272, -2.06192], [-3.88083, -4.20331, -3.17463], [-2.15108, -3.77144, -3.21953], [-3.31592, -2.84029, -4.15913], [-5.52961, -2.55467, -2.00345], [-4.88441, -1.17602, -2.90665], [-4.84752, -1.15378, -1.14317], [-1.02854, -0.68067, 2.66630], [0.85855, -1.22142, 5.00630], [0.37266, 0.35746, 4.34433], [1.37151, -0.71347, 3.37489], [-1.55179, -2.04553, 5.34152], [-2.73333, -1.79065, 4.03242], [-2.06912, -0.40344, 4.90362], [-1.94014, 1.46406, 0.49576], [-1.00971, 1.91253, 1.44678], [0.17054, 1.06374, 1.19326], [-0.66564, 3.23011, 1.26733], [-1.44720, 1.64028, 2.74456]],
  "atomic_forces_ev_per_a": [[0.2, 0.0, 1.1], [0.0, 0.0, -0.1], [0.0, 0.1, 0.1], [0.2, -0.1, -0.2], [0.0, 0.0, -0.3], [0.1, 0.3, -0.3], [0.0, 0.0, -0.1], [-0.1, 0.1, -0.1], [0.0, 0.0, 0.0], [-0.1, 0.0, -0.1], [0.0, 0.0, 0.0], [0.0, 0.0, 0.0], [0.0, 0.0, 0.0], [0.0, 0.1, 0.0], [0.0, 0.0, 0.0], [0.0, 0.0, 0.0], [0.0, 0.0, 0.0], [0.0, 0.0, 0.0], [0.0, 0.0, 0.0], [0.0, 0.0, 0.0], [0.0, 0.0, 0.1], [-0.1, 0.1, -0.1], [-0.1, 0.0, 0.1], [0.2, -0.2, 0.1], [0.0, 0.5, -0.3], [0.0, -0.4, 0.2], [0.1, -0.2, -0.2], [0.3, 0.5, 0.3], [-0.3, -0.4, -0.1], [-0.2, 0.1, 0.1], [0.2, 0.1, -0.1], [-0.1, 0.0, 0.1], [-0.1, 0.0, 0.1], [0.0, -0.1, -0.4], [0.0, 0.1, 0.2], [-0.1, -0.1, -0.1], [-0.1, 0.0, 0.0], [-0.1, 0.2, 0.3], [0.0, -0.2, -0.2], [0.1, 0.0, 0.1], [-0.1, 0.1, 0.1], [0.0, 0.0, 0.0], [0.0, 0.0, 0.0], [0.0, 0.0, 0.0], [0.0, 0.0, -0.1], [0.1, 0.0, 0.0], [0.0, 0.0, 0.0], [0.0, 0.0, 0.0], [0.0, 0.0, -0.1], [0.0, 0.0, 0.0], [0.0, 0.0, 0.0], [0.0, 0.0, 0.0], [0.0, 0.0, 0.0], [0.0, 0.0, 0.0], [0.0, 0.0, 0.0], [0.0, 0.0, 0.0], [0.0, 0.0, 0.0], [0.0, 0.0, 0.0], [0.0, 0.0, 0.0], [0.0, 0.0, 0.0], [0.0, 0.0, 0.0], [0.0, 0.0, 0.0], [0.0, 0.0, 0.0], [0.0, 0.0, 0.0], [0.0, 0.0, 0.0], [0.0, 0.0, 0.0], [0.0, 0.0, 0.0], [0.0, 0.0, 0.0], [0.0, 0.0, 0.0], [0.0, 0.0, 0.0], [0.0, 0.0, 0.0], [-0.1, 0.1, 0.0], [0.0, 0.1, 0.2], [-0.1, -0.2, -0.1], [0.0, -0.1, 0.0], [0.1, 0.0, -0.2]],
  "lowdin_charge": [0.47, -0.07, -0.27, -0.33, -0.10, 0.47, 0.44, -0.35, -0.30, -0.07, 0.08, 0.08, 0.06, 0.12, 0.07, 0.11, 0.09, 0.07, 0.08, 0.07, -0.04, -0.40, -0.05, -0.15, 0.46, -0.33, -0.20, 0.47, -0.31, -0.16, -0.44, -0.03, -0.03, -0.17, -0.42, -0.04, -0.03, -0.19, -0.39, -0.03, -0.02, 0.09, 0.07, 0.09, 0.14, 0.07, 0.09, 0.08, 0.07, 0.06, 0.14, 0.10, 0.09, 0.07, 0.09, 0.07, 0.09, 0.09, 0.09, 0.06, 0.09, 0.08, 0.09, 0.09, 0.10, 0.08, 0.10, 0.09, 0.09, 0.07, 0.10, 0.08, -1.24, -0.01, 0.16, 0.13]
}

# 3
{
  "formula": "C17H41AlBBrClCsF5LiMgNaO6S2",
  "method": "wB97M-V/def2-TZVPD",
  "mol_weight_g_mol": 840.9,
  "lumo_energy_ev": -5.525,
  "charge": 1,
  "homo_ha": -0.2856,
  "energy_ha": -6110.73837,
  "symbols": ["C", "C", "C", "C", "C", "Al", "F", "H", "H", "H", "H", "H", "H", "H", "H", "H", "H", "H", "H", "H", "C", "S", "O", "C", "H", "H", "H", "H", "H", "H", "Na", "Mg", "B", "F", "F", "F", "F", "C", "C", "C", "S", "O", "O", "C", "H", "H", "H", "H", "H", "H", "H", "H", "Cl", "Li", "Br", "Cs", "C", "O", "C", "C", "O", "C", "C", "O", "C", "H", "H", "H", "H", "H", "H", "H", "H", "H", "H", "H", "H", "H", "H"],
  "coordinates": [[-0.49783, 1.13190, 5.34977], [0.66327, 0.74911, 4.31632], [1.97287, 1.70769, 4.39275], [2.41258, 2.04359, 2.84503], [1.43251, 3.07619, 2.10639], [0.77043, 4.62487, 3.27680], [2.17209, 5.78105, 3.65996], [-1.11402, 2.04085, 5.02960], [-0.11908, 1.30160, 6.41579], [-1.19715, 0.22340, 5.41718], [0.98521, -0.34609, 4.52256], [0.25595, 0.81947, 3.24384], [2.84900, 1.04931, 4.82718], [1.86183, 2.62466, 5.04668], [3.54542, 2.32578, 2.74517], [2.30220, 1.02831, 2.27053], [1.96097, 3.52978, 1.20297], [0.52867, 2.44407, 1.72309], [0.28082, 4.03612, 4.67288], [-0.45743, 5.39618, 2.61813], [2.33152, -3.40963, 0.36753], [2.91050, -3.33425, 2.07535], [1.87475, -2.58393, 2.86968], [4.27623, -2.19459, 1.76237], [1.44971, -4.04088, 0.33708], [2.07409, -2.40813, 0.01941], [3.11261, -3.83681, -0.25939], [3.89734, -1.26896, 1.32364], [4.99299, -2.66408, 1.08744], [4.76841, -1.97075, 2.71249], [-1.48486, 2.55263, 1.65874], [1.06090, -3.44498, 4.78869], [-2.84030, -1.29731, 7.88605], [-1.74542, -2.12011, 7.46989], [-2.39820, -0.40040, 8.90835], [-3.31551, -0.54222, 6.76130], [-3.89151, -2.11859, 8.38972], [-5.99587, 0.35065, -2.83116], [-5.98774, -0.87577, -1.91605], [-4.89729, -0.65655, -0.86497], [-4.74684, 1.11519, -0.66324], [-3.43518, 1.52348, -1.12625], [-5.25260, 1.49361, 0.63807], [-5.94902, 1.55853, -1.90407], [-6.87849, 0.37207, -3.47237], [-5.11041, 0.33745, -3.47451], [-6.96035, -0.96923, -1.42352], [-5.81495, -1.79654, -2.47613], [-5.16288, -1.10719, 0.09160], [-3.93332, -1.04101, -1.20227], [-5.64316, 2.47529, -2.40729], [-6.90693, 1.70664, -1.40147], [1.60579, -4.81813, -1.59344], [-0.42615, 6.97948, 5.10184], [1.27700, -7.20961, -2.41717], [4.13504, -0.20255, 4.87047], [3.24126, -0.13221, -7.39717], [2.73863, 0.34431, -6.15951], [1.52910, 1.07722, -6.27939], [0.48731, 0.62814, -5.24873], [-0.03397, -0.68746, -5.42246], [0.85940, -1.78878, -5.25856], [1.41057, -1.99747, -3.84751], [2.27739, -0.93682, -3.45934], [2.01151, -0.40939, -2.17675], [3.83622, 0.64877, -7.88325], [3.88665, -0.98853, -7.18962], [2.44298, -0.46804, -8.06314], [1.09932, 0.98821, -7.28172], [1.76613, 2.13245, -6.10005], [-0.37183, 1.29759, -5.35322], [0.84765, 0.77225, -4.23343], [1.65747, -1.74720, -5.99742], [0.27242, -2.67770, -5.51012], [2.00422, -2.91773, -3.83816], [0.57910, -2.12107, -3.14652], [0.94091, -0.40820, -1.94472], [2.35794, 0.62677, -2.15913], [2.56143, -0.97577, -1.41910]],
  "atomic_forces_ev_per_a": [[-0.3, -1.0, 0.0], [0.1, 0.8, 0.7], [0.5, -1.0, -1.1], [0.1, -1.1, 0.1], [0.1, -0.3, -0.1], [2.6, 0.4, 0.2], [-2.1, -1.1, -0.3], [1.0, -1.2, 0.4], [-0.4, -0.2, -1.6], [0.8, 1.4, 0.0], [-0.6, 1.6, -0.5], [0.6, -0.4, 1.5], [-5.3, 4.9, -0.9], [0.0, -1.1, -0.9], [-2.1, -0.1, 0.2], [0.4, 1.5, 1.0], [-0.8, -0.8, 0.9], [1.8, 0.8, 0.2], [-0.3, 0.5, 0.4], [-0.4, 0.4, -0.2], [0.2, 1.0, 1.0], [0.5, -0.5, -0.6], [-0.1, 0.6, -0.1], [-0.1, 0.2, 0.1], [0.1, 0.2, 0.7], [0.0, 0.0, 0.1], [0.2, 0.1, 0.4], [0.0, 0.0, 0.0], [0.0, 0.0, 0.1], [0.0, -0.3, -0.2], [-0.5, 0.0, 0.0], [0.0, 0.0, 0.4], [-0.3, -0.2, 0.5], [-0.4, 0.5, 0.0], [-0.1, -0.4, -0.7], [0.4, -0.2, 0.3], [0.7, 0.6, -0.4], [0.1, -0.1, -0.1], [-0.2, -0.1, -0.1], [0.0, -0.6, 0.0], [-1.0, -0.3, -0.1], [0.4, 0.3, 0.6], [0.7, 0.2, 0.0], [-0.2, 0.1, -0.4], [0.1, 0.0, 0.1], [-0.1, 0.0, 0.0], [0.1, 0.0, 0.0], [0.0, 0.1, 0.1], [0.2, 0.2, 0.0], [0.0, 0.1, 0.0], [0.1, 0.0, 0.2], [0.1, 0.0, 0.1], [-0.9, -4.4, -2.7], [0.4, -0.5, -0.3], [0.3, 2.9, 0.8], [3.7, -4.0, 0.4], [0.3, 0.1, 0.3], [-0.3, -0.3, -0.3], [0.0, -0.1, 0.5], [0.0, 0.2, -0.3], [0.2, 0.0, 0.1], [-0.1, -0.1, 0.0], [0.2, 0.1, -0.5], [-0.5, 0.2, 0.4], [0.3, 0.0, -0.4], [-0.1, -0.1, -0.2], [0.0, 0.1, 0.0], [-0.1, 0.1, 0.0], [0.1, -0.1, 0.0], [-0.2, 0.1, 0.0], [0.0, -0.1, -0.1], [0.3, 0.0, 0.0], [0.2, 0.1, 0.2], [-0.1, 0.1, 0.1], [-0.2, -0.1, -0.1], [0.0, 0.1, 0.1], [0.0, -0.1, 0.0], [0.1, -0.1, 0.0], [-0.1, 0.0, 0.2]],
  "lowdin_charge": [-0.10, -0.24, -0.35, -0.28, -0.27, 0.26, -0.37, 0.06, 0.10, 0.09, 0.05, 0.09, -0.29, 0.08, 0.12, 0.10, 0.08, 0.00, -0.07, -0.09, -0.42, 0.76, -0.83, -0.27, -0.03, 0.04, 0.01, 0.06, 0.07, -0.02, 0.69, 0.68, -1.16, 0.02, 0.05, 0.03, 0.06, -0.22, -0.21, -0.22, 0.67, -0.35, -0.33, -0.23, 0.12, 0.12, 0.12, 0.12, 0.11, 0.11, 0.11, 0.12, 0.15, 0.85, 0.18, 1.11, -0.11, -0.21, -0.19, -0.17, -0.12, -0.16, -0.20, -0.19, -0.11, 0.09, 0.09, 0.09, 0.12, 0.13, 0.13, 0.10, 0.11, 0.13, 0.10, 0.11, 0.09, 0.09, 0.06]
}